(1)
Molecular formula: C39H45BFNNbO12S
Method: DFT, ωB97M-V/def2-TZVPD

HOMO-LUMO gap   3.50 eV
LUMO energy   -0.6 eV
Net charge   -1

```
101
Properties=species:S:1:pos:R:3:forces:R:3
C 0.913179 2.662098 5.657597 -0.066 0.012 -0.015
C -0.197462 1.603704 5.797916 0.029 0.039 -0.125
C -0.038888 0.423560 4.831261 0.312 0.015 -0.250
C -0.675602 0.724998 3.480076 -0.532 0.085 0.385
O -0.687502 -0.359107 2.585220 -0.088 0.908 -0.263
Nb -1.795386 -0.489095 0.974430 0.481 -0.829 0.192
F -3.362347 -0.928674 1.934020 -1.283 -0.309 0.477
C -1.593319 -2.543730 0.104891 0.293 0.192 -0.302
C -0.278557 -3.127644 -0.421107 -0.034 -0.186 0.010
C 0.198849 -2.455347 -1.718917 -0.120 -0.118 -0.028
S 1.952474 -1.995819 -1.575846 -0.013 0.021 -0.070
B -3.169733 0.171266 -0.884835 -0.190 -0.192 -0.002
O -2.964456 -0.537483 -2.120226 -0.101 0.328 0.021
N -4.134841 1.245642 -1.021270 0.647 0.201 0.494
C -4.537012 1.921286 0.201112 -0.091 -0.018 0.010
C -3.851698 2.203054 -2.080141 -0.386 -0.003 -0.371
H 1.743834 2.275994 5.061054 0.017 0.027 0.086
H 1.309224 2.972758 6.628156 0.005 -0.029 -0.043
H 0.547752 3.564437 5.168445 0.023 -0.108 -0.038
H -0.244367 1.231991 6.824139 0.065 0.026 -0.027
H -1.161040 2.083914 5.596630 -0.023 -0.083 0.150
H 1.030035 0.233415 4.678779 -0.065 -0.204 0.105
H -0.492397 -0.485053 5.235806 -0.007 0.030 -0.048
H -1.723382 0.991386 3.698289 0.073 0.113 -0.061
H -0.229290 1.607480 3.006024 0.149 -0.075 0.076
H -1.955461 1.328586 0.822552 0.599 -0.296 -0.180
H -0.463324 -0.134613 -0.216515 -0.103 0.184 -0.426
H -1.908275 -3.098492 1.005907 0.001 -0.060 -0.074
H -2.360418 -2.705687 -0.660233 -0.110 0.088 0.134
H 0.500547 -3.084669 0.348553 -0.033 0.147 -0.044
H -0.407292 -4.196815 -0.641378 0.088 0.012 0.084
H -0.392939 -1.560342 -1.899047 0.107 0.024 0.062
H 0.104626 -3.136485 -2.565522 -0.067 0.056 0.025
H 2.105305 -1.527086 -2.824730 0.034 0.013 0.040
H -2.238314 -0.195251 -2.639509 0.384 0.009 -0.121
H -5.536626 2.357227 0.078580 0.028 -0.005 -0.006
H -3.843354 2.723402 0.490765 -0.004 -0.043 -0.031
H -4.569608 1.199281 1.016719 -0.020 0.051 -0.012
H -4.621703 2.982684 -2.108150 -0.001 -0.069 0.030
H -2.884028 2.708290 -1.936699 -0.052 -0.007 0.044
H -3.850098 1.722694 -3.060555 0.059 -0.056 0.079
C -5.289083 -3.901063 -6.541316 -0.025 0.014 0.059
C -4.186272 -3.181411 -6.717893 0.006 0.012 0.019
C -3.629790 -2.345243 -5.619077 -0.021 -0.016 -0.022
O -2.625971 -1.687142 -5.796427 -0.008 0.008 0.009
C -4.344477 -2.345983 -4.316297 0.025 -0.008 -0.024
C -5.447875 -3.073672 -4.149411 -0.023 -0.009 0.028
C -6.006783 -3.904291 -5.239419 0.021 0.015 -0.060
O -7.014002 -4.568621 -5.092824 -0.002 0.010 0.018
H -5.710566 -4.520944 -7.320429 0.007 -0.019 0.017
H -3.641999 -3.170297 -7.654037 0.012 -0.015 0.006
H -3.921092 -1.729675 -3.527045 -0.005 0.008 0.014
H -5.988184 -3.092640 -3.210937 0.006 0.002 0.001
C -7.023730 -7.301702 -11.139954 -0.027 0.009 -0.034
C -6.116697 -7.100539 -10.189150 0.034 0.025 0.015
C -5.397526 -5.805494 -10.073823 -0.028 -0.011 -0.028
O -4.570871 -5.622217 -9.206704 0.006 0.005 -0.045
C -5.731961 -4.742125 -11.056395 0.023 -0.017 0.032
C -6.639076 -4.944307 -12.006925 -0.033 -0.022 -0.022
C -7.356458 -6.240707 -12.125782 0.035 0.012 0.037
O -8.181522 -6.424899 -12.994018 0.005 -0.003 -0.004
H -7.565311 -8.232627 -11.249924 0.003 -0.001 0.010
H -5.853782 -7.850834 -9.454337 -0.009 -0.005 -0.004
H -5.193847 -3.809445 -10.942709 -0.006 0.003 -0.007
H -6.905093 -4.190724 -12.737280 0.004 0.006 0.007
C 1.940315 6.452762 3.999129 -0.042 -0.014 0.039
C 3.139529 7.006881 3.849678 0.025 0.027 -0.007
C 3.859865 7.594057 5.003117 -0.008 -0.056 0.041
O 4.966708 8.081917 4.883435 0.001 -0.014 -0.018
C 3.191302 7.552779 6.327030 0.041 -0.027 0.043
C 1.998190 6.990603 6.483338 -0.046 -0.014 -0.040
C 1.275064 6.398712 5.327600 0.090 -0.068 -0.038
O 0.192965 5.874499 5.466227 -0.062 0.167 0.037
H 1.392000 6.001365 3.181862 0.012 -0.002 -0.006
H 3.654424 7.046761 2.898310 -0.007 -0.006 -0.001
H 3.753927 7.978847 7.148998 -0.025 0.022 0.004
H 1.498703 6.914690 7.440881 -0.004 0.032 -0.001
C 7.783071 -3.397760 0.486799 -0.023 -0.040 0.002
C 7.715992 -2.167880 -0.011554 -0.035 0.032 -0.020
C 6.561058 -1.732370 -0.845048 0.042 -0.049 0.015
O 6.522622 -0.614232 -1.309950 -0.002 -0.006 -0.023
C 5.481422 -2.721851 -1.085468 -0.001 -0.024 -0.023
C 5.551238 -3.952983 -0.585523 -0.007 -0.024 0.028
C 6.704555 -4.391425 0.235669 0.031 0.050 0.004
O 6.779213 -5.514184 0.689368 -0.007 -0.006 -0.017
H 8.610602 -3.745610 1.092440 0.002 0.010 0.001
H 8.484558 -1.422497 0.150663 0.000 -0.004 0.009
H 4.633714 -2.400844 -1.677234 0.038 0.053 0.028
H 4.769739 -4.685027 -0.746213 -0.007 0.010 0.006
C 5.811865 3.350642 7.657446 -0.029 0.029 -0.029
C 6.842289 3.309417 8.496537 0.033 0.005 0.027
C 7.748235 4.475303 8.665284 -0.034 0.002 -0.031
O 8.687017 4.435108 9.431584 -0.002 0.002 0.005
C 7.461538 5.690415 7.860157 0.020 -0.024 0.035
C 6.432238 5.736218 7.019255 -0.043 -0.038 -0.025
C 5.525051 4.568358 6.856130 0.060 0.040 0.007
O 4.582169 4.610210 6.096086 -0.043 0.051 -0.033
H 5.132620 2.520249 7.510563 0.008 -0.007 0.005
H 7.078725 2.439424 9.096086 -0.006 -0.003 -0.006
H 8.141457 6.520878 8.003069 -0.005 0.004 -0.010
H 6.200877 6.605421 6.414122 0.027 0.001 0.005
```
Positions in Å, forces in eV/Å.

Mulliken population analysis, charges in e, atoms 1 to 6:
1 C -0.901
2 C -0.561
3 C -0.685
4 C -0.422
5 O -0.750
6 Nb 0.164

---

(2)
Molecular formula: C39H45Br2FN5ORbS5Si2Te
Method: DFT, ωB97M-V/def2-TZVPD

HOMO-LUMO gap   5.77 eV
LUMO energy   3.3 eV
Net charge   -2
Energy above the lowest of the compared OMol25 structures with the same formula, charge and spin   8.7 kcal per mole

```
102
Properties=species:S:1:pos:R:3:forces:R:3
Rb 0.195241 1.788602 0.623572 0.918 -0.822 -0.097
C 2.882497 4.669851 -0.424188 0.004 -0.050 0.057
C 3.044566 4.608095 1.068531 -0.085 0.006 -0.006
C 4.049733 5.342323 1.729771 0.050 0.003 0.134
C 4.171303 5.247910 3.088442 -0.018 0.025 -0.129
C 3.303803 4.408564 3.820045 -0.130 -0.091 -0.195
C 3.346348 4.230595 5.217389 0.066 -0.002 0.378
Br 4.626543 5.179437 6.286466 -0.050 -0.035 -0.076
C 2.484693 3.371570 5.853367 0.190 0.140 -0.189
C 1.552349 2.661528 5.112308 -0.200 -0.160 -0.103
Br 0.397133 1.449491 6.022388 0.046 0.056 0.016
C 1.379928 2.766704 3.706215 -0.150 -0.134 0.363
O 0.516052 2.132601 3.059837 0.302 0.287 1.027
C 2.325043 3.695518 3.067993 0.222 0.167 0.212
N 2.222859 3.828205 1.731460 -0.107 -0.027 -0.147
H 3.454444 5.491957 -0.854392 -0.013 0.004 -0.023
H 1.830940 4.776982 -0.690534 0.006 0.007 -0.005
H 3.230655 3.734256 -0.866424 0.002 0.027 -0.042
H 4.717478 5.975817 1.158953 -0.007 0.008 -0.008
H 4.927541 5.815844 3.614229 0.017 -0.014 0.011
H 2.534231 3.240944 6.925399 0.001 -0.007 0.006
C -5.034585 3.948297 2.203097 -0.037 -0.201 -0.070
Si -5.788633 2.290942 1.694875 -0.132 -0.054 0.020
C -5.193511 0.909090 2.838952 -0.011 0.176 -0.108
C -7.669515 2.432686 1.959394 0.172 -0.017 -0.031
C -5.368517 1.911007 -0.081447 -0.026 0.005 0.195
Te -3.204905 2.298982 -0.461596 -0.288 0.256 -0.126
C -3.188010 0.846089 -2.034039 0.009 -0.229 0.202
Si -3.103520 -0.927053 -1.423550 0.031 -0.233 -0.017
C -3.185190 -2.069481 -2.936245 0.049 0.114 0.171
C -4.471177 -1.458233 -0.220986 0.086 0.133 -0.179
C -1.477847 -1.246749 -0.527976 -0.126 0.149 -0.225
H -5.303768 4.232656 3.223035 -0.015 -0.045 0.011
H -5.374472 4.739098 1.529588 0.001 -0.002 -0.008
H -3.944779 3.908929 2.139603 0.002 0.022 0.024
H -5.421171 1.134390 3.884058 0.001 0.021 -0.005
H -4.114819 0.762217 2.752924 -0.001 0.014 -0.012
H -5.685113 -0.033628 2.584705 -0.004 0.010 -0.005
H -7.907513 2.622075 3.010186 0.014 0.008 0.000
H -8.174788 1.509381 1.663571 0.014 0.000 -0.007
H -8.092404 3.248439 1.367355 0.014 -0.001 -0.010
H -5.943288 2.546778 -0.760817 0.044 0.032 -0.005
H -5.612141 0.874109 -0.321782 0.018 0.020 0.066
H -2.265116 1.061512 -2.576126 0.014 0.054 0.043
H -4.035984 1.042676 -2.691875 -0.025 -0.015 0.013
H -4.088978 -1.894865 -3.526614 -0.010 0.011 0.020
H -3.171234 -3.123248 -2.644079 -0.003 0.008 0.010
H -2.319643 -1.888337 -3.579485 0.001 0.002 -0.009
H -5.477423 -1.363096 -0.636408 0.016 -0.002 -0.018
H -4.425511 -0.872229 0.699511 0.008 -0.001 -0.029
H -4.316874 -2.508936 0.041025 0.035 -0.003 -0.014
H -0.640482 -0.917543 -1.149429 0.002 0.011 0.013
H -1.343295 -2.311345 -0.316537 -0.033 -0.010 -0.015
H -1.439089 -0.712428 0.423818 -0.044 -0.004 -0.020
C -2.105053 0.735243 -5.610317 0.270 -0.189 -0.019
S -0.778002 -0.500443 -5.796130 -0.074 0.110 0.000
C 0.603973 0.555124 -5.983778 -0.009 -0.001 -0.194
C 1.663519 0.623985 -5.124865 -0.019 0.407 -0.694
S 1.955210 -0.227269 -3.706620 0.246 -0.271 0.643
S 2.909659 1.781371 -5.701557 -0.346 -0.303 0.019
C 2.191304 2.260838 -7.194514 -0.176 -0.089 0.128
S 2.862091 3.344329 -8.249628 0.148 0.149 -0.139
S 0.681846 1.491349 -7.471413 0.225 -0.045 0.283
H -3.000604 0.186395 -5.321940 -0.044 0.047 0.008
H -2.269677 1.254468 -6.552430 -0.077 0.049 0.031
H -1.831711 1.438679 -4.827831 -0.055 0.027 0.022
F -0.990090 2.647917 -1.218007 -0.812 0.388 -1.096
N 1.743995 -6.103354 -0.563923 0.020 0.175 -0.007
C 1.396812 -7.420419 -0.397172 -0.171 -0.072 0.255
C 1.705628 -8.575042 -1.102464 0.044 -0.049 -0.060
C 1.157743 -9.757801 -0.636991 0.076 0.089 -0.070
C 0.330430 -9.779504 0.491995 -0.101 -0.092 0.111
C 0.026571 -8.628898 1.196103 0.040 0.000 -0.046
C 0.573497 -7.427995 0.748234 0.140 -0.107 -0.326
N 0.437028 -6.149685 1.238153 0.006 0.253 0.172
C 1.141345 -5.386224 0.443033 -0.096 -0.490 -0.073
C 1.291865 -3.940289 0.573395 0.056 0.544 0.055
C 1.814283 -3.151287 -0.448670 -0.008 -0.231 0.067
C 1.926222 -1.784805 -0.249069 0.012 0.154 -0.042
N 1.553371 -1.181008 0.873351 -0.058 0.081 0.071
C 1.045132 -1.932754 1.846930 0.053 -0.011 0.047
C 0.897094 -3.305234 1.750582 -0.001 -0.231 -0.140
H 2.326121 -5.723929 -1.288033 0.016 0.036 -0.006
H 2.343713 -8.551944 -1.977232 -0.019 -0.020 0.003
H 1.371028 -10.682874 -1.157166 -0.006 0.004 -0.001
H -0.084543 -10.726405 0.815766 0.006 0.018 0.008
H -0.618812 -8.649141 2.063994 0.007 0.016 0.010
H 2.109974 -3.568275 -1.403524 -0.016 0.054 -0.023
H 2.308644 -1.141537 -1.035193 0.005 -0.044 -0.006
H 0.748416 -1.404816 2.748155 -0.018 -0.009 -0.018
H 0.477459 -3.895261 2.553234 -0.004 0.060 0.043
C 6.577814 1.854326 -0.130126 -0.057 -0.003 0.001
C 6.005177 1.948404 1.130149 0.071 0.004 -0.046
C 4.653964 1.663129 1.263536 0.002 0.004 0.026
N 3.880850 1.315896 0.239676 -0.172 -0.056 -0.049
C 4.435268 1.223711 -0.967869 -0.008 0.025 -0.024
C 5.781178 1.478688 -1.201034 0.053 0.000 0.043
H 7.628508 2.076919 -0.273394 0.006 -0.014 -0.009
H 6.592844 2.244703 1.989291 -0.043 -0.001 0.028
H 4.162552 1.725824 2.230082 0.032 0.023 -0.011
H 3.768409 0.950565 -1.783034 0.054 -0.021 -0.018
H 6.187900 1.385337 -2.199298 -0.037 0.020 -0.018
```
Positions in Å, forces in eV/Å.

natural (NBO) population analysis, charges in e, atoms 1 to 6:
1 Rb 0.933
2 C -0.647
3 C 0.216
4 C -0.265
5 C -0.177
6 C -0.056

---

- What is the HOMO-LUMO gap in the second record?
  5.77 eV